Molecular formula: C26H32CrNO5S
Method: DFT, ωB97M-V/def2-TZVPD

Computed properties:
Total energy = -78461.572 eV
Gap between HOMO and LUMO (alpha / beta) = 1.72 / 5.85 eV
Multiplicity = 5
Net charge = -1
Relative energy (zero: lowest compared OMol25 entry of this formula, charge and spin) = 1.417 eV

Last column: Mulliken charge in e.
Element x y z (Å)
O1 -0.464 0.514 -1.091  -0.2335
C1 0.634 0.134 -1.971  -0.5727
C2 0.108 1.025 -3.086  -0.4216
H1 0.620 -0.937 -2.207  0.3095
H2 1.590 0.461 -1.550  0.2118
C3 -1.010 1.402 -2.097  1.8837
H3 -0.275 0.460 -3.933  0.0263
H4 0.772 1.840 -3.393  0.3024
C4 -2.380 0.910 -2.501  -1.8450
H5 -2.327 -0.146 -2.784  0.4193
H6 -2.761 1.501 -3.342  0.4328
H7 -3.077 1.013 -1.662  0.3648
C5 -0.998 2.855 -1.702  -1.4846
H8 0.020 3.208 -1.518  0.3741
H9 -1.608 3.029 -0.808  -0.0517
H10 -1.431 3.444 -2.518  0.5083
Cr1 -0.496 0.939 2.013  0.1398
C6 0.524 2.466 3.153  -0.9765
C7 1.396 1.317 3.193  -0.0917
C8 1.799 1.010 1.845  -0.9254
H11 1.792 0.846 4.090  0.5230
C9 1.186 1.970 0.959  -0.0595
C10 0.397 2.880 1.767  -0.4190
H12 -0.089 3.788 1.404  0.4785
H13 0.136 2.989 4.027  0.5092
H14 2.511 0.239 1.562  0.5414
H15 1.412 2.081 -0.094  0.6333
C11 -2.125 0.395 3.359  -0.1695
C12 -2.366 1.687 2.756  -0.9030
C13 -2.476 1.501 1.331  -0.1040
H16 -2.533 2.623 3.294  0.5124
C14 -2.339 0.088 1.059  -0.4348
C15 -2.145 -0.588 2.305  -0.5276
H17 -2.110 -1.663 2.431  0.3814
H18 -2.059 0.176 4.428  0.4430
H19 -2.761 2.255 0.598  0.6912
H20 -2.470 -0.404 0.098  0.3479
O2 0.272 -0.456 -5.423  -0.3633
C16 -0.250 0.421 -6.457  -0.4309
C17 0.100 -0.133 -7.848  -0.4921
H21 0.188 1.423 -6.313  0.2687
H22 -1.337 0.520 -6.307  0.2704
C18 1.149 -1.227 -7.572  -0.4833
H23 0.485 0.657 -8.496  0.2925
H24 -0.795 -0.573 -8.301  0.2500
C19 0.997 -1.535 -6.071  -0.5648
H25 2.151 -0.835 -7.770  0.2669
H26 0.979 -2.113 -8.182  0.2956
H27 1.968 -1.658 -5.572  0.2784
H28 0.424 -2.467 -5.931  0.2843
O3 3.990 -1.077 4.706  -0.6844
S1 3.325 -2.217 4.114  1.0220
O4 4.078 -3.428 3.886  -0.6892
N1 2.420 -1.777 2.819  -0.5179
C20 1.092 -1.911 2.948  0.1405
O5 0.249 -1.632 2.044  -0.6424
C21 0.722 -2.372 4.321  0.5338
C22 -0.541 -2.469 4.926  -0.1988
C23 -0.627 -2.746 6.292  -0.7745
C24 0.540 -2.952 7.050  -0.5560
C25 1.803 -2.858 6.441  -0.5629
C26 1.859 -2.558 5.079  -0.0741
H29 -1.434 -2.345 4.317  0.3022
H30 -1.602 -2.801 6.783  0.3424
H31 0.464 -3.188 8.112  0.3230
H32 2.731 -3.005 6.990  0.3495

---

Molecular formula: C26H32N2O11
Method: DFT, ωB97M-V/def2-TZVPD

Computed properties:
Total energy = -52983.652 eV
SMILES = CC(=O)OCCC[C@@H](C#N)[C@@H](C#N)Cc1cccc(C)c1.O=C1OCCO1.O=C1OCCO1.O=C1OCCO1
Gap between HOMO and LUMO = 9.15 eV
Multiplicity = 1
Net charge = 0

Last column: Mulliken charge in e.
Element x y z (Å)
C1 4.540 -1.156 1.022  -0.8189
C2 3.363 -1.874 1.615  0.6763
O1 3.232 -3.064 1.515  -0.5646
O2 2.466 -1.179 2.351  -0.4122
C3 2.096 0.131 1.923  -0.8575
C4 0.993 0.095 0.869  -0.0033
C5 0.501 1.535 0.675  -1.3462
C6 -0.872 1.688 -0.009  0.4988
C7 -1.071 0.743 -1.105  -0.2259
N1 -1.319 -0.011 -1.930  -0.6600
C8 -2.074 1.667 0.967  0.5512
C9 -3.276 2.148 0.287  -0.1617
N2 -4.233 2.586 -0.160  -0.5588
C10 -2.295 0.280 1.645  -0.8893
C11 -3.748 -0.046 1.906  -0.1129
C12 -4.385 0.407 3.056  -0.4713
C13 -5.718 0.080 3.262  -0.6918
C14 -6.416 -0.678 2.334  -0.5951
C15 -5.786 -1.134 1.178  0.5906
C16 -6.532 -1.938 0.145  -1.4250
C17 -4.447 -0.812 0.977  -0.2436
H1 5.065 -1.818 0.345  0.3140
H2 4.268 -0.250 0.486  0.3139
H3 5.216 -0.847 1.819  0.2786
H4 1.683 0.628 2.801  0.3718
H5 2.928 0.746 1.599  0.2130
H6 0.210 -0.580 1.199  0.2871
H7 1.438 -0.264 -0.061  0.2765
H8 1.249 2.060 0.093  0.5754
H9 0.421 1.981 1.667  0.3622
H10 -0.882 2.681 -0.468  0.6549
H11 -1.818 2.387 1.745  0.6578
H12 -1.911 -0.489 0.978  0.3874
H13 -1.754 0.259 2.588  0.4315
H14 -3.842 0.998 3.781  0.4494
H15 -6.231 0.427 4.149  0.3773
H16 -7.457 -0.915 2.509  0.4174
H17 -7.518 -1.497 -0.006  0.3668
H18 -6.008 -1.898 -0.806  0.3652
H19 -6.692 -2.967 0.459  0.3028
H20 -3.937 -1.153 0.085  0.3771
O3 3.933 2.505 2.460  -0.5007
C18 3.464 3.575 2.232  0.5461
O4 3.790 4.721 2.858  -0.3448
C19 3.186 5.811 2.147  -0.3909
C20 2.028 5.133 1.442  -0.3742
O5 2.517 3.794 1.286  -0.1596
H21 2.878 6.587 2.841  0.3018
H22 3.918 6.221 1.449  0.2627
H23 1.124 5.107 2.054  0.2770
H24 1.795 5.565 0.473  0.3379
O6 1.906 3.576 -6.292  -0.5228
C21 1.187 2.667 -6.036  0.6705
O7 1.142 1.500 -6.722  -0.3349
C22 0.337 0.573 -5.984  -0.3200
C23 -0.535 1.494 -5.158  0.0944
O8 0.298 2.651 -5.013  -0.3232
H25 -0.225 -0.064 -6.662  0.3071
H26 0.991 -0.047 -5.368  0.2635
H27 -1.449 1.781 -5.680  0.2450
H28 -0.792 1.084 -4.186  -0.0885
O9 2.885 -8.444 -2.597  -0.5132
C24 2.894 -7.504 -1.873  0.6082
O10 3.603 -7.421 -0.722  -0.3447
C25 3.547 -6.068 -0.251  -0.1748
C26 2.278 -5.564 -0.898  -0.1939
O11 2.195 -6.361 -2.084  -0.3471
H29 3.511 -6.036 0.834  0.2662
H30 4.433 -5.535 -0.597  0.2325
H31 1.395 -5.751 -0.285  0.2483
H32 2.318 -4.508 -1.152  0.2129

---

Molecular formula: C26H32N4O2
Method: DFT, ωB97M-V/def2-TZVPD

Computed properties:
Total energy = -37537.063 eV
SMILES = COc1ccccc1CN1CCC(n2nccc2NC(=O)CCCc2ccccc2)CC1
Gap between HOMO and LUMO = 8.94 eV
Multiplicity = 1
Net charge = 0
Relative energy (zero: lowest compared OMol25 entry of this formula, charge and spin) = 1.609 eV

Last column: Mulliken charge in e.
Element x y z (Å)
C1 -2.350 -2.908 -2.161  -1.1607
O1 -1.835 -2.419 -0.946  -0.3522
C2 -1.101 -3.272 -0.163  0.4123
C3 -0.749 -4.563 -0.529  -0.4002
C4 -0.015 -5.355 0.341  -0.7054
C5 0.358 -4.871 1.579  -0.9777
C6 0.008 -3.581 1.944  -0.4386
C7 -0.705 -2.767 1.085  0.6577
C8 -1.096 -1.353 1.443  -0.3783
N1 -0.622 -0.963 2.756  0.2326
C9 0.728 -0.440 2.778  -1.2507
C10 0.843 1.007 2.272  0.2464
C11 -0.134 1.907 3.037  -0.8126
N2 -0.077 3.284 2.600  1.2667
N3 0.203 4.231 3.502  -1.4390
C12 0.220 5.374 2.849  -0.4227
C13 -0.061 5.189 1.490  -0.7728
C14 -0.253 3.829 1.368  0.5020
N4 -0.546 3.054 0.252  0.0291
C15 -0.161 3.335 -1.033  0.3873
O2 0.359 4.370 -1.366  -0.6347
C16 -0.451 2.166 -1.960  0.2910
C17 0.136 2.369 -3.353  -0.7657
C18 0.198 1.047 -4.132  -1.3082
C19 1.175 0.099 -3.494  0.2717
C20 2.534 0.213 -3.757  -0.4243
C21 3.448 -0.616 -3.132  -0.6168
C22 3.015 -1.570 -2.226  -0.7091
C23 1.664 -1.695 -1.955  -0.2988
C24 0.752 -0.867 -2.588  -0.1347
C25 -1.555 1.334 2.993  -0.1246
C26 -1.518 -0.114 3.507  -1.1662
H1 -1.552 -3.175 -2.862  0.4042
H2 -2.939 -2.094 -2.582  0.2464
H3 -2.999 -3.774 -2.001  0.4657
H4 -1.038 -4.965 -1.487  0.4203
H5 0.255 -6.356 0.041  0.4017
H6 0.918 -5.493 2.260  0.4076
H7 0.277 -3.194 2.914  0.4662
H8 -2.189 -1.298 1.425  0.6678
H9 -0.734 -0.692 0.638  -0.3181
H10 1.363 -1.090 2.173  0.6444
H11 1.079 -0.484 3.815  0.4290
H12 0.640 1.029 1.201  -0.1943
H13 1.863 1.366 2.418  0.3431
H14 0.181 1.948 4.087  0.2961
H15 0.427 6.289 3.367  0.4565
H16 -0.108 5.916 0.709  0.4365
H17 -0.968 2.155 0.428  0.0231
H18 -0.006 1.271 -1.514  -0.2738
H19 -1.532 2.015 -2.016  0.3137
H20 -0.465 3.096 -3.901  0.4275
H21 1.141 2.781 -3.253  0.3690
H22 0.509 1.259 -5.156  0.4770
H23 -0.797 0.598 -4.163  0.3678
H24 2.877 0.960 -4.460  0.4290
H25 4.501 -0.517 -3.350  0.3782
H26 3.727 -2.216 -1.734  0.4379
H27 1.318 -2.436 -1.249  0.3483
H28 -0.302 -0.974 -2.375  0.6211
H29 -1.956 1.342 1.977  0.1197
H30 -2.213 1.939 3.618  0.3306
H31 -2.519 -0.549 3.485  0.5566
H32 -1.174 -0.112 4.547  0.4985

---

Values of max |F|, in order: 4.089; 0.961; 0.858, all in eV/Å.